9
Properties=species:S:1:pos:R:3:forces:R:3 method="wB97M-V/def2-TZVPD" max_force_ev_per_a=3.647 energy_ha=-1284.3814 homo_ev=-9.51 orbital_gap_ev=8.527 charge=0
C 1.461 0.561 0.196 -0.467 -0.507 -1.016
O 1.011 -0.770 0.423 -0.784 -1.713 -0.592
O -2.910 -1.561 -0.228 -2.636 -2.177 -1.272
S -0.103 -1.359 -0.685 0.449 0.649 1.128
S -1.902 -0.777 0.360 2.798 1.713 0.934
I -2.296 1.499 -0.534 0.061 0.244 0.014
H 2.410 0.606 0.695 0.388 0.323 0.394
H 0.680 1.162 0.688 0.725 0.697 -0.809
H 1.650 0.639 -0.915 -0.534 0.770 1.219

=====

67
Properties=species:S:1:pos:R:3:forces:R:3 method="wB97M-V/def2-TZVPD" max_force_ev_per_a=0.710 energy_ha=-2668.4286 homo_ev=-2.93 orbital_gap_ev=5.438 charge=-1
Ru -0.531 0.065 0.279 0.371 -0.440 0.416
O -2.515 -0.620 0.362 -0.102 -0.064 0.351
N -2.643 -1.871 0.773 0.034 0.030 -0.187
C -3.800 -2.186 1.391 -0.048 -0.041 0.037
C -4.074 -3.460 1.811 0.000 0.041 -0.020
C -3.116 -4.452 1.579 0.023 -0.026 0.002
C -1.946 -4.118 0.947 -0.015 -0.011 -0.010
C -1.671 -2.802 0.524 -0.024 -0.017 0.011
S -0.231 -2.334 -0.256 -0.017 0.188 -0.020
H -4.460 -1.339 1.503 -0.006 -0.010 0.002
H -5.013 -3.668 2.303 0.002 -0.001 0.004
H -3.289 -5.472 1.898 -0.007 0.002 -0.002
H -1.180 -4.857 0.755 -0.001 -0.001 -0.007
S -0.945 0.891 -1.844 0.038 0.027 -0.178
C -1.281 2.601 -1.582 -0.012 -0.001 -0.003
C -1.441 3.449 -2.683 0.002 0.002 -0.002
C -1.726 4.796 -2.533 0.000 0.000 -0.005
C -1.860 5.332 -1.255 0.002 -0.009 0.001
C -1.705 4.506 -0.154 -0.007 0.011 0.001
C -1.421 3.144 -0.292 0.037 -0.037 -0.001
S -1.228 2.126 1.132 -0.169 0.243 0.019
H -1.335 3.024 -3.675 0.002 -0.003 0.000
H -1.842 5.425 -3.408 0.000 0.002 0.002
H -2.080 6.385 -1.119 0.000 0.000 0.001
H -1.805 4.910 0.848 0.000 -0.003 0.000
C -3.067 0.436 4.184 0.004 -0.008 0.005
C -1.609 0.201 4.606 0.032 -0.002 0.000
C -1.521 -0.877 5.690 -0.009 0.023 0.024
C -0.979 1.518 5.076 -0.008 -0.001 0.001
C -0.882 -0.241 3.407 0.117 -0.110 0.091
N -0.373 -0.488 2.409 -0.313 0.238 -0.340
H -3.612 0.868 5.026 -0.010 -0.005 -0.005
H -3.541 -0.506 3.904 -0.001 0.004 -0.018
H -3.111 1.117 3.332 0.003 -0.002 -0.005
H -2.081 -0.547 6.567 0.001 -0.006 0.001
H -0.486 -1.054 5.986 0.001 0.001 -0.003
H -1.947 -1.817 5.338 0.002 0.000 0.000
H -1.534 1.891 5.939 0.002 0.001 0.001
H -1.017 2.258 4.277 -0.001 0.002 -0.001
H 0.063 1.371 5.366 0.000 -0.002 -0.003
C 1.076 -1.482 -3.842 -0.012 -0.009 -0.018
C 2.159 -0.417 -3.820 0.007 0.040 -0.033
N 3.465 -0.912 -3.379 -0.004 -0.059 0.031
C 4.155 -1.857 -4.250 0.000 0.009 0.011
C 4.140 -3.278 -3.702 0.010 -0.010 0.005
C 4.136 -0.484 -2.280 -0.016 0.021 -0.026
O 5.293 -0.817 -2.047 0.024 0.024 -0.004
C 3.383 0.425 -1.358 -0.001 -0.016 0.028
C 3.775 1.741 -1.164 0.052 -0.018 0.004
C 2.986 2.539 -0.359 -0.004 0.002 0.012
C 1.827 2.018 0.194 0.001 -0.040 0.138
N 1.444 0.747 0.019 0.106 -0.030 -0.251
C 2.244 -0.033 -0.721 -0.053 0.084 0.034
H 0.134 -1.029 -4.150 0.007 0.001 0.013
H 0.917 -1.905 -2.850 -0.004 -0.003 0.002
H 1.318 -2.293 -4.533 0.013 -0.004 -0.003
H 1.840 0.398 -3.175 -0.013 -0.015 -0.033
H 2.291 0.004 -4.823 -0.004 -0.007 -0.002
H 5.186 -1.523 -4.371 0.004 0.006 -0.004
H 3.665 -1.813 -5.225 -0.006 -0.010 0.008
H 4.645 -3.307 -2.738 0.000 0.002 -0.001
H 4.661 -3.954 -4.384 -0.002 0.002 -0.003
H 3.119 -3.636 -3.570 -0.005 0.005 -0.004
H 4.665 2.123 -1.647 0.000 -0.009 0.002
H 3.230 3.578 -0.184 0.002 0.000 0.002
H 1.153 2.622 0.786 -0.021 0.016 -0.028
H 1.926 -1.059 -0.836 0.000 0.007 -0.043

=====

24
Properties=species:S:1:pos:R:3:forces:R:3 method="wB97M-V/def2-TZVPD" max_force_ev_per_a=4.996 energy_ha=-1711.0141 homo_ev=-9.93 orbital_gap_ev=7.152 charge=0
C 3.656 0.295 -2.504 -2.059 3.961 -2.242
C -0.681 0.854 -2.182 1.474 1.016 2.729
C -0.380 -0.602 3.114 1.881 0.564 3.946
C 0.239 -0.371 -2.140 -1.274 2.142 2.994
C -0.932 -0.087 1.848 -1.072 -0.891 -1.418
O 3.012 0.359 -3.535 1.179 -0.084 1.335
O 0.536 -1.976 0.684 0.556 0.567 -0.570
O 3.949 -0.858 -2.006 1.192 -2.820 2.124
O 1.279 -0.217 -1.121 0.159 -0.005 -0.231
O 0.073 0.544 1.024 1.771 -1.720 -0.748
P 1.054 -0.624 0.400 -0.468 0.335 -0.472
S 4.717 -1.009 -0.517 -2.399 1.160 0.881
S 2.903 -0.086 1.235 1.537 -0.782 -1.824
H 3.927 1.246 -1.932 0.070 -1.319 -0.333
H -0.192 1.610 -1.399 -1.425 -1.317 -1.835
H -0.623 1.256 -3.160 -0.120 0.725 -0.821
H -1.719 0.660 -1.921 0.074 -0.014 0.163
H 0.649 -0.999 2.998 -0.631 -0.023 -0.318
H -0.174 0.194 3.964 -0.777 -1.055 -1.828
H -0.909 -1.418 3.654 -0.122 0.567 -0.839
H 0.571 -0.462 -3.082 2.633 -0.412 -2.941
H -0.247 -1.249 -1.938 -1.457 -2.202 0.760
H -1.589 0.741 1.912 -1.184 0.395 0.676
H -1.410 -0.935 1.256 0.462 1.211 0.814

=====

Repeat the first record exactly.
9
Properties=species:S:1:pos:R:3:forces:R:3 method="wB97M-V/def2-TZVPD" max_force_ev_per_a=3.647 energy_ha=-1284.3814 homo_ev=-9.51 orbital_gap_ev=8.527 charge=0
C 1.461 0.561 0.196 -0.467 -0.507 -1.016
O 1.011 -0.770 0.423 -0.784 -1.713 -0.592
O -2.910 -1.561 -0.228 -2.636 -2.177 -1.272
S -0.103 -1.359 -0.685 0.449 0.649 1.128
S -1.902 -0.777 0.360 2.798 1.713 0.934
I -2.296 1.499 -0.534 0.061 0.244 0.014
H 2.410 0.606 0.695 0.388 0.323 0.394
H 0.680 1.162 0.688 0.725 0.697 -0.809
H 1.650 0.639 -0.915 -0.534 0.770 1.219